A cluster of 13 separate species, C43H72Cl24NO2PS in total in a non-equilibrium geometry. Source: OMol25; level of theory: ωB97M-V/def2-TZVPD.

Structure (XYZ):
```
144
Properties=species:S:1:pos:R:3:forces:R:3
C 5.22332 -3.55109 1.63195 0.2 0.0 0.5
C 5.84437 -2.99240 0.35090 0.3 -0.4 -0.2
C 5.12210 -3.42059 -0.96287 0.6 -0.2 0.3
C 5.22159 -2.36287 -2.08419 -0.6 1.0 0.1
C 3.88710 -2.07313 -2.85269 0.4 -1.1 1.6
C 2.83771 -1.54273 -1.82706 0.5 0.1 -0.8
C 1.74697 -0.61132 -2.48293 0.7 -1.2 1.2
C 0.28657 -1.01605 -2.09478 0.0 0.6 -0.2
C -0.45666 -0.04785 -1.16804 0.5 -0.4 -0.8
C -1.62402 0.49087 -1.65176 -0.8 0.2 -0.4
C -2.42518 1.36905 -0.92019 -0.6 -0.2 1.1
P -3.93841 1.97009 -1.81830 0.4 0.0 -1.7
C -3.95463 3.83712 -1.70531 -0.1 -0.5 1.4
O -5.33875 1.53273 -1.03321 0.4 0.4 0.1
C -1.99002 1.67992 0.38001 -1.2 0.1 0.2
C -2.80860 2.59475 1.29488 0.1 -1.9 0.7
C -3.51629 1.70242 2.41340 -0.1 0.5 -0.5
C -5.06765 1.60254 2.26018 0.2 -0.2 1.3
C -5.66616 0.17171 2.35367 -0.7 0.6 -0.5
C -5.69900 -0.55192 1.00151 0.3 -0.9 0.5
C -6.15514 -2.02800 1.07357 -1.1 0.6 -0.6
C -7.71779 -2.08443 1.13697 0.3 -0.7 0.3
C -0.78860 1.14257 0.86018 0.1 -0.1 1.1
C 0.00406 0.29115 0.11471 -0.4 -0.5 -1.0
N 1.24539 -0.30365 0.48343 -0.4 1.4 0.6
C 1.77451 -0.02228 1.77693 1.2 -0.2 0.0
C 3.01264 -0.60914 2.06200 0.0 0.0 -0.9
C 3.65225 -0.40196 3.24670 0.6 0.0 0.5
C 3.10745 0.41863 4.23744 0.3 -0.2 0.4
C 3.90184 0.62365 5.52057 0.4 0.1 -0.4
C 4.93657 1.78171 5.44673 0.4 0.0 0.4
C 5.75494 1.77994 4.16673 0.0 -0.2 -0.8
O 6.72855 2.82403 4.15395 -0.1 0.0 0.2
C 1.88508 0.99637 3.97395 0.0 0.2 0.3
C 1.24012 0.77537 2.75542 -1.2 0.7 -0.3
S -0.31917 1.61413 2.52055 0.2 -0.1 0.0
H 5.24136 -4.65067 1.66534 0.0 0.3 -0.2
H 4.19150 -3.23026 1.80957 0.1 0.0 -0.2
H 5.80738 -3.21781 2.50650 -0.2 -0.1 -0.2
H 6.86797 -3.39898 0.29883 -0.2 0.3 0.0
H 5.97182 -1.89961 0.41426 -0.3 -0.2 0.0
H 4.09833 -3.72103 -0.70228 0.0 0.3 -0.3
H 5.63165 -4.33468 -1.30581 -0.4 0.1 0.1
H 6.04550 -2.56931 -2.77532 -0.2 -0.1 0.1
H 5.45850 -1.40909 -1.57575 0.2 -0.2 -0.3
H 3.52728 -3.06245 -3.16988 0.0 0.5 -0.5
H 4.05802 -1.41010 -3.70732 -0.1 -0.1 0.2
H 3.40088 -1.02490 -1.03487 -0.2 0.1 -0.2
H 2.40648 -2.41899 -1.32897 -0.2 0.3 -0.1
H 2.01029 0.40237 -2.14444 -0.5 0.0 -0.4
H 1.92560 -0.68033 -3.56241 -0.4 0.2 0.2
H 0.20393 -2.01775 -1.64563 0.5 0.1 -0.1
H -0.27492 -1.07534 -3.03914 -0.1 0.1 0.4
H -1.94796 0.22637 -2.65877 0.1 0.0 0.2
H -4.06046 4.29594 -2.69050 0.1 -0.2 0.2
H -4.77054 4.14162 -1.02780 0.0 -0.1 -0.4
H -3.04002 4.14737 -1.19277 -0.1 0.3 -0.5
H -5.73652 0.86717 -1.61177 0.0 0.1 0.2
H -3.62876 3.09391 0.77632 0.5 0.3 -0.1
H -2.10024 3.26482 1.79738 -0.4 0.3 -0.3
H -3.28394 2.16599 3.38083 -0.1 -0.2 -0.1
H -3.06349 0.70069 2.44279 -0.1 0.2 -0.1
H -5.45769 2.13559 1.38601 0.2 -0.3 0.0
H -5.48195 2.12334 3.14099 0.1 0.1 -0.4
H -6.72217 0.33010 2.64116 0.3 -0.2 0.1
H -5.22163 -0.41973 3.16736 0.2 0.1 -0.3
H -6.45979 -0.04262 0.39906 0.6 0.1 -0.2
H -4.70726 -0.51206 0.52643 -0.3 0.2 0.0
H -5.89795 -2.52533 0.12741 0.4 0.1 0.4
H -5.68627 -2.56924 1.89941 -0.1 0.1 -0.1
H -8.11111 -2.61694 0.26213 0.1 0.1 0.2
H -8.06558 -2.65513 2.01009 0.0 0.4 -0.1
H -8.16638 -1.08440 1.12066 0.1 -0.2 0.2
H 1.92482 0.07663 -0.17172 0.0 -0.6 -0.1
H 3.47821 -1.23419 1.29891 -0.2 0.1 0.2
H 4.61568 -0.87709 3.43125 -0.2 0.0 -0.1
H 3.25954 0.75125 6.39986 0.1 0.0 -0.3
H 4.48948 -0.29428 5.66898 -0.3 0.1 0.1
H 4.47806 2.76796 5.60324 0.0 -0.2 -0.2
H 5.64958 1.63562 6.27522 -0.3 0.1 -0.1
H 5.10029 1.89792 3.28801 0.0 0.0 0.3
H 6.28368 0.81692 4.02588 -0.3 0.1 0.2
H 7.08385 2.85403 3.25733 0.0 0.1 0.2
H 1.42458 1.65017 4.71737 0.0 -0.1 -0.2
C -9.42879 -2.10870 -2.28089 0.0 0.0 0.1
Cl -8.15053 -0.95068 -1.89775 -0.1 0.1 -0.2
Cl -9.48462 -2.48927 -4.00737 -0.1 -0.1 0.0
H -9.24550 -3.02449 -1.72895 0.1 0.0 -0.1
H -10.38232 -1.68307 -1.98878 0.0 0.1 -0.1
C 0.56944 4.56881 -1.38687 -0.2 0.2 0.1
Cl 2.11397 3.97807 -0.75080 0.1 0.0 0.0
Cl -0.72892 3.38857 -1.12741 1.5 1.2 -0.2
H 0.31452 5.48981 -0.87154 0.0 -0.1 0.1
H 0.67587 4.75692 -2.44724 0.1 -0.1 0.0
C 3.80439 5.95865 2.27521 -0.1 0.0 -0.1
Cl 5.33418 6.29737 3.08931 0.0 0.0 0.0
Cl 3.19332 4.34507 2.66236 0.0 0.0 0.0
H 3.07167 6.69287 2.59171 0.0 -0.1 0.1
H 3.95669 6.02404 1.20298 0.0 -0.1 0.0
C -2.10945 -3.17533 0.34520 0.2 0.1 -0.1
Cl -3.10773 -3.47525 1.77174 0.1 -0.1 0.1
Cl -3.09107 -2.84832 -1.08992 0.0 0.0 0.0
H -1.47779 -2.31213 0.54237 -0.1 0.0 0.0
H -1.49644 -4.04846 0.15866 -0.1 0.0 0.0
C 7.23271 -5.82941 -3.92457 0.2 0.0 0.0
Cl 6.04550 -6.73018 -2.97573 0.1 -0.1 0.0
Cl 6.49129 -4.48820 -4.80942 0.2 -0.1 0.0
H 7.98695 -5.43125 -3.25373 -0.1 0.0 0.0
H 7.68964 -6.50589 -4.63823 -0.1 0.0 0.0
C -3.45995 7.69002 -1.62884 -0.2 0.0 0.0
Cl -3.08800 7.98089 0.07401 0.0 0.0 0.0
Cl -2.04140 7.11938 -2.51278 -0.1 0.2 0.0
H -4.23604 6.93414 -1.69069 0.1 -0.1 0.1
H -3.80486 8.61536 -2.07668 0.1 0.0 0.0
C -6.22700 -1.44119 -5.58675 -0.1 -0.1 0.1
Cl -6.14371 -1.12601 -7.32557 0.0 -0.1 0.0
Cl -5.58701 -0.08873 -4.64888 0.1 0.0 0.1
H -7.26209 -1.59828 -5.30885 0.0 0.1 0.0
H -5.64271 -2.32742 -5.36420 0.1 0.1 0.0
C 2.11642 -4.83142 -5.32874 -0.1 0.0 0.0
Cl 2.70731 -6.00450 -4.14845 -0.1 0.0 0.0
Cl 3.37696 -3.68277 -5.79235 -0.2 0.0 -0.4
H 1.78449 -5.36185 -6.21426 0.1 0.0 0.0
H 1.28888 -4.28248 -4.89162 0.1 0.0 0.1
C -5.16885 7.95161 3.32537 0.1 0.0 0.0
Cl -5.58315 6.28567 2.90590 0.1 0.0 0.0
Cl -6.20426 9.10873 2.48056 0.0 0.1 0.0
H -5.29529 8.08483 4.39403 -0.1 0.0 0.0
H -4.13713 8.13650 3.04658 -0.1 0.0 -0.1
C 0.31985 -3.99768 3.00414 -0.2 0.0 0.3
Cl 0.82372 -4.65673 1.43409 0.1 0.0 0.1
Cl 0.68603 -2.27588 3.15222 -0.3 -0.6 0.1
H -0.75214 -4.12753 3.10862 0.0 0.0 -0.1
H 0.83894 -4.54349 3.78486 0.1 0.1 -0.1
C 8.94108 -6.39443 1.52961 0.1 0.0 0.0
Cl 8.14079 -6.86169 3.03393 0.1 0.0 0.0
Cl 7.78544 -6.23510 0.20157 0.0 0.0 -0.1
H 9.43551 -5.44070 1.67864 -0.1 0.0 0.0
H 9.66898 -7.15495 1.26962 -0.1 0.0 0.0
C -1.04905 3.44552 -5.38317 0.1 -0.1 -0.1
Cl -2.21366 2.12183 -5.31318 0.0 0.0 0.0
Cl -1.24672 4.55664 -4.01738 -0.2 -0.1 -0.8
H -0.04606 3.03285 -5.35493 0.0 0.0 0.1
H -1.19902 3.99658 -6.30506 -0.1 0.0 0.1
```
Forces are in eV/Å.

Computed properties:
- Orbital gap: 7.62 eV
- LUMO: 0.3 eV
- Molecular weight: 1548.967 g mol⁻¹
- E: -13670.9841 Eh
- Multiplicity: 1